Version P
ORCA calculation (ωB97M-V/def2-TZVPD) on C32H51BrF2N6PS2ScSi as an isolated structure.

XYZ file:
```
97
Properties=species:S:1:pos:R:3
F 1.63916 2.01312 -1.21199
C -0.12556 5.00406 3.83773
H 1.80798 -1.01304 2.17915
C -3.17811 4.59552 -2.47580
H 3.98022 1.43447 5.97339
C 1.59778 -4.01627 1.49013
C 3.61601 -3.71862 -1.52407
H -1.69679 1.42793 -2.95226
N -4.20184 -0.62286 2.51936
H 0.28252 5.30325 4.78993
H -1.91408 5.01756 0.87284
C 3.35980 -1.65945 -0.10841
C 3.33322 -1.03954 3.70421
C 2.97602 -1.52081 -2.54235
N 0.89176 1.60611 2.79314
H -0.95164 -4.62653 1.75579
H -2.50240 4.79272 -3.30016
N -2.90348 0.59068 -0.57592
C 2.01350 1.87902 0.15085
H 2.36559 -0.61697 -2.48121
H 3.62233 -4.35838 -0.64135
H 0.81754 -1.62173 -4.02482
H -0.34598 -0.92485 -2.90101
H -1.18403 2.91764 -3.76085
Si 0.99451 -2.95667 -1.09517
H 4.39481 -1.38534 -0.33365
H 4.77035 -0.80850 5.28903
H 2.62036 -4.22259 1.17846
H 1.33602 -4.75964 2.24830
H -6.32843 5.32774 -1.47864
C 0.64899 -5.55771 -0.23542
F 1.89911 3.22393 0.61650
H -1.61881 -4.41422 -1.80719
H -2.11077 -3.49506 -3.22058
H 3.07689 1.65471 0.14278
Br -0.01543 -0.78074 -0.18871
C -4.91086 4.18794 -0.34238
C 1.86826 0.78335 3.35769
H -0.88318 -2.89700 1.40440
N 1.83308 2.68877 4.47866
C -5.32928 4.91370 -1.44728
C -0.11334 -1.80733 -3.49777
H -3.30864 3.07727 0.55387
C -0.02350 4.62623 -1.66925
H 2.80640 -0.74012 0.07857
H 4.02398 -1.21236 -2.58909
H 1.61790 -5.78518 -0.68754
C 0.08105 3.85755 3.14402
H -2.50486 -0.05080 -1.25176
C -2.75316 3.83957 -1.38084
C -0.80454 -3.88944 0.96121
C 0.58518 -4.12572 0.34071
H -5.57739 4.04803 0.49909
N -3.58256 -0.14389 0.39276
H -0.07184 -4.31534 -4.43622
H 3.25582 -4.31382 -2.36641
C -0.07200 -3.09886 -2.65468
N -0.59269 3.77051 1.94076
H -1.97554 -2.68749 -1.65013
H 3.37074 -2.24909 0.80455
C 3.94383 -0.34777 4.76558
H -0.12497 -5.74422 -0.97937
H -4.93206 -1.23075 2.18477
H 1.56337 -3.03605 1.96583
C -1.29688 4.85300 1.74369
C 0.52193 -4.23004 -3.52214
C 2.47117 1.45430 4.41719
H 0.02609 1.82793 -3.05228
H 4.65170 -3.44275 -1.73913
H -1.61723 -4.00687 0.24835
C 2.79440 -2.42466 -1.31453
S -1.19023 6.01277 2.97440
C 0.92289 2.72246 3.48857
C -0.97376 2.24353 -2.93157
H 0.36594 4.60108 -2.68629
C 2.28669 -0.49107 2.99418
H -0.61889 5.52871 -1.54096
H -4.10425 -0.49538 3.51209
C -1.52705 -3.44619 -2.29755
H -4.78285 5.69125 -3.37227
H 2.05851 3.44324 5.10492
H 0.50063 -5.19969 -3.02386
Sc -0.08455 1.69125 0.78061
C -4.46095 5.11819 -2.51285
S -2.26318 1.13121 2.38317
C 3.51934 0.90734 5.14903
H -4.33601 -0.74729 0.09584
C -3.40325 0.06865 1.70540
H 2.75190 -2.03786 -3.47451
H -3.55041 1.22227 -1.03863
H -0.89505 -1.92135 -4.25398
P -1.06235 3.14195 -1.34452
C -3.63066 3.64657 -0.31260
H 3.70315 -2.02230 3.44058
H 0.49581 -6.26713 0.58200
H 0.81983 4.66422 -0.98365
H 1.55126 -4.02405 -3.82050
```

## Properties
Net charge: +2
Gap between HOMO and LUMO (hartree): 0.3171
Highest occupied orbital energy (Eh): -0.494
LUMO level (eV): -4.81

These are the Löwdin partial charges, in e, on atoms 1 to 8:
1 F -0.136
2 C -0.294
3 H 0.054
4 C -0.082
5 H 0.123
6 C -0.082
7 C -0.066
8 H 0.035



Version Q
ORCA calculation (ωB97M-V/def2-TZVPD) on C32H51BrF2N6PS2ScSi as an isolated structure.

XYZ file:
```
97
Properties=species:S:1:pos:R:3
N -2.66262 1.86001 1.88685
C 1.13918 2.79572 -5.06616
P 0.56047 -2.59645 1.67267
H 2.58072 -2.13040 -2.77889
C 2.47956 -0.32134 2.30961
H 1.15066 -1.30531 -5.31786
H -2.59880 -3.58672 -1.92790
H -1.78572 -1.64387 7.18102
C -3.09372 0.59862 2.04271
F 3.39300 0.59364 2.75476
H -0.84111 -2.27995 -0.77850
C 1.65994 -1.55772 -2.63303
C -0.92797 -0.57003 5.55451
H -0.64414 4.50784 -3.93805
N -1.29732 2.14030 1.77663
C 0.71425 -3.20431 3.38638
H -2.77304 -6.26933 1.40175
H -2.41198 -1.81769 -4.19254
C -2.34838 -5.39862 0.92039
C -2.24876 -3.89083 -0.94974
N 1.18660 2.27433 5.58614
H 2.94807 -2.92853 1.21643
C 0.22154 1.06190 7.59309
H -1.13049 2.64504 0.90960
C -2.79633 -5.00868 -0.33318
H 2.02928 0.19933 -5.60906
C -1.45333 -1.45040 -3.81520
H 1.55795 4.40178 -3.02243
H 1.01362 -4.25229 3.41176
H -0.79056 -0.24469 8.93299
H -2.36015 -0.13168 -5.92046
H 2.86011 4.43983 4.12378
H 1.95554 -3.13427 -0.23013
C -1.34731 -4.67895 1.55880
H -1.40373 3.40735 -2.78941
C 0.45791 2.68023 -3.68638
H -2.75971 1.71053 -3.36350
H -4.75833 -0.51177 2.28522
C 1.32966 3.40071 -2.64552
C -0.86695 3.45568 -3.73997
H 2.15229 2.39469 -5.06642
C 1.75601 -0.27361 -3.47009
H -0.23607 -3.09279 3.90854
H -5.06500 1.18546 2.18778
H 2.27518 2.90185 -2.44026
H 3.24475 1.34770 -3.58361
H 3.86722 -0.21057 -3.06814
S 3.05970 4.30113 1.69177
Sc 0.38892 0.25197 1.82299
N -4.40365 0.42551 2.19045
H -3.31057 2.63432 1.90201
S -2.05990 -0.74196 2.02053
C -1.41451 0.07381 -3.99370
C 1.07616 2.04595 4.26396
H 0.82900 -2.20147 -2.91323
Si 0.20327 0.82182 -3.32393
H 1.57874 -1.32703 -1.56941
C 2.01067 -3.33233 0.83851
C 1.71049 2.80587 3.19637
C 0.44569 1.30152 6.24191
H 1.99650 -4.41103 0.99664
N 1.49356 2.32489 1.92355
H -1.01549 2.72201 2.56017
C -0.79414 -3.55792 0.94597
H -2.71852 0.32995 -2.26092
H 1.74353 2.99020 6.02248
H 1.20831 3.85286 -5.33622
C 2.53183 3.88620 3.25920
C 3.01286 0.46676 -2.98687
H 2.88470 -1.22757 -5.04169
H 2.14892 2.79632 -0.01563
N 0.31041 1.00422 3.99490
H 2.93205 0.76074 -1.93694
C 2.15720 3.02147 1.04158
H 1.46511 -2.61685 3.91467
H -1.38052 -1.17797 4.78391
C -1.25842 -3.16597 -0.30842
H -3.54961 0.20507 -3.81035
H -1.53288 3.11554 -4.53024
H -1.38281 -1.73464 -2.76338
H -0.67068 -1.96504 -4.37052
F 2.40575 -0.12707 0.84761
H -1.59379 1.43646 -5.72184
H 0.77745 3.52690 -1.71122
H 0.65541 1.68132 8.36606
C -0.10595 0.51043 5.23197
C -1.15379 -0.81513 6.89207
H -3.57195 -5.57544 -0.83068
Br -0.17026 0.83958 -0.94887
C -0.58612 -0.01303 7.89690
H 0.57583 2.29818 -5.85702
H 2.96536 -1.28885 2.42965
C 1.95196 -0.66503 -4.94821
H -0.61256 0.00415 -6.04828
H -1.00670 -5.00539 2.53246
C -1.48444 0.37464 -5.50563
C -2.67410 0.62813 -3.31013
```

## Properties
Net charge: +2
Gap between HOMO and LUMO (hartree): 0.3085
Highest occupied orbital energy (Eh): -0.494
LUMO level (eV): -5.06

These are the Löwdin partial charges, in e, on atoms 1 to 8:
1 N -0.036
2 C -0.073
3 P 0.854
4 H 0.101
5 C -0.317
6 H 0.072
7 H 0.101
8 H 0.115



Most stable structure among those shown: version Q.